{
  "formula": "C9H20BBr8Na3O3",
  "method": "ωB97M-V with the def2-TZVPD basis set",
  "spin_multiplicity": 1,
  "gap_ha": 0.139,
  "total_charge": 0,
  "elements": ["Na", "Na", "Na", "C", "O", "O", "O", "B", "H", "H", "H", "H", "Br", "C", "C", "Br", "H", "H", "H", "H", "Br", "C", "C", "Br", "H", "H", "H", "H", "Br", "C", "C", "Br", "H", "H", "H", "H", "Br", "C", "C", "Br", "H", "H", "H", "H"],
  "xyz": [[-25.223, 1.119, -5.394], [-26.777, -2.453, -6.608], [-28.347, 0.434, -6.789], [-26.577, -0.672, -8.846], [-27.649, -1.240, -8.709], [-26.328, 0.011, -9.868], [-25.745, -0.665, -7.925], [-27.005, -0.911, -4.629], [-26.993, 0.119, -4.309], [-27.896, -1.192, -5.170], [-26.159, -1.009, -5.291], [-26.880, -1.571, -3.784], [-26.135, -4.663, -4.533], [-27.566, -4.384, -3.207], [-28.650, -5.349, -3.647], [-30.100, -5.277, -2.331], [-27.893, -3.356, -3.361], [-27.181, -4.601, -2.211], [-28.424, -6.406, -3.790], [-29.098, -4.984, -4.571], [-30.118, -2.660, -6.129], [-31.937, -2.093, -5.520], [-31.669, -1.161, -4.345], [-31.064, -2.222, -2.775], [-32.577, -2.934, -5.253], [-32.443, -1.546, -6.315], [-32.588, -0.736, -3.944], [-30.995, -0.322, -4.518], [-24.004, -4.215, -7.604], [-23.202, -2.685, -6.559], [-22.049, -3.244, -5.687], [-21.144, -1.618, -4.879], [-24.036, -2.337, -5.949], [-22.817, -1.935, -7.249], [-21.264, -3.789, -6.210], [-22.454, -3.887, -4.905], [-29.954, 0.455, -0.119], [-28.726, -0.260, -1.490], [-27.274, 0.065, -1.209], [-26.762, -1.134, 0.308], [-29.072, 0.129, -2.448], [-28.776, -1.348, -1.522], [-27.018, 1.102, -0.994], [-26.679, -0.222, -2.076]],
  "mulliken_charge": [0.888, 0.638, 0.901, 0.625, -0.783, -0.850, -0.673, 1.114, -0.387, -0.822, -0.385, -0.412, -0.146, 0.014, -0.455, -0.190, -0.158, 0.432, 0.405, 0.179, -0.087, -0.557, -0.705, -0.079, 0.378, 0.374, 0.460, 0.269, -0.192, -0.260, -0.502, -0.218, -0.067, 0.495, 0.413, 0.360, -0.123, -0.285, -0.124, -0.178, 0.172, 0.149, 0.493, -0.119]
}